(1)
This record from the OMol25 dataset describes a cluster of 10 separate species, C28H61Cl4N7O10 in total at a distorted geometry. The level of theory is ωB97M-V with the def2-TZVPD basis set.

Values from the calculation:
calculated total energy: -111021.4866 eV
SMILES string: O=C1OCCO1.CNC(C)=O.CNC(C)=O.CNC(C)=O.CNC(C)=O.CNC(C)=O.CNC(C)=O.CNC(C)=O.ClCCCl.ClCCCl
molar mass: 797.65 g mol⁻¹
HOMO: -0.309 Eh
Kohn-Sham gap: 0.306 Eh

The geometry in ORCA input format:
```
! wB97M-V def2-TZVPD RIJCOSX def2/J DEFGRID3
* xyz 0 1
O -3.179 0.571 0.890
C -2.044 0.240 0.703
O -1.053 1.132 0.611
C 0.204 0.482 0.582
C -0.200 -0.954 0.279
O -1.599 -1.023 0.599
H 0.863 0.778 -0.237
H 0.853 0.555 1.457
H 0.326 -1.719 0.846
H 0.088 -1.169 -0.753
C 4.395 0.445 0.249
N 5.094 -0.569 -0.507
C 4.911 -0.830 -1.823
C 5.457 -2.140 -2.359
O 4.306 -0.046 -2.552
H 3.826 1.068 -0.436
H 5.119 1.058 0.784
H 3.690 -0.025 0.939
H 5.597 -1.278 0.003
H 4.757 -2.935 -2.588
H 6.293 -2.513 -1.756
H 6.007 -1.926 -3.281
C -3.174 -0.749 3.489
N -3.227 0.556 2.879
C -2.245 1.462 3.137
C -2.343 2.748 2.355
O -1.380 1.289 3.979
H -2.300 -1.314 3.156
H -4.096 -1.279 3.258
H -3.135 -0.633 4.575
H -3.896 0.742 2.156
H -3.148 3.367 2.760
H -2.606 2.599 1.307
H -1.399 3.273 2.473
C -3.165 4.898 -5.079
N -3.246 3.702 -4.272
C -3.414 3.720 -2.916
C -3.425 2.378 -2.202
O -3.531 4.755 -2.285
H -3.081 5.756 -4.411
H -4.127 5.121 -5.551
H -2.382 4.898 -5.830
H -3.088 2.819 -4.722
H -3.375 1.569 -2.933
H -4.310 2.255 -1.589
H -2.510 2.404 -1.610
C 1.533 2.305 3.580
N 2.965 2.500 3.338
C 3.993 1.942 4.036
C 3.689 1.335 5.418
O 5.137 2.099 3.635
H 0.993 3.005 2.948
H 1.381 2.646 4.605
H 1.224 1.280 3.387
H 3.243 2.841 2.432
H 2.922 0.565 5.376
H 3.318 2.228 5.926
H 4.588 0.962 5.893
C -4.738 3.962 0.687
N -4.361 5.352 0.834
C -5.105 6.196 1.588
C -4.657 7.623 1.660
O -6.160 5.877 2.119
H -5.120 3.830 -0.327
H -5.403 3.620 1.470
H -3.806 3.390 0.698
H -3.531 5.702 0.396
H -5.396 8.281 1.208
H -3.723 7.863 1.148
H -4.537 7.804 2.729
C -1.408 -5.054 -2.840
N -1.039 -4.862 -1.455
C -1.639 -5.454 -0.417
C -1.505 -4.746 0.924
O -2.416 -6.396 -0.551
H -0.710 -5.722 -3.354
H -1.374 -4.151 -3.451
H -2.415 -5.458 -2.935
H -0.646 -3.942 -1.309
H -1.725 -5.411 1.757
H -2.032 -3.798 0.945
H -0.431 -4.643 1.110
C 2.062 -3.263 -3.278
N 2.213 -4.441 -2.450
C 2.357 -4.455 -1.105
C 2.894 -5.721 -0.509
O 2.162 -3.415 -0.467
H 2.707 -3.308 -4.156
H 2.368 -2.353 -2.765
H 1.018 -3.166 -3.571
H 2.438 -5.310 -2.909
H 2.490 -6.032 0.445
H 3.982 -5.600 -0.510
H 2.817 -6.552 -1.218
Cl 2.937 -1.565 3.941
C 2.789 -2.876 2.747
C 1.689 -3.849 3.120
Cl 0.087 -3.099 3.131
H 3.772 -3.336 2.662
H 2.560 -2.470 1.764
H 1.760 -4.332 4.092
H 1.655 -4.651 2.384
Cl 0.294 -0.176 -3.015
C 0.601 -0.064 -4.776
C 2.082 0.222 -4.829
Cl 2.566 0.590 -6.494
H 0.014 0.768 -5.156
H 0.325 -0.973 -5.302
H 2.682 -0.660 -4.608
H 2.462 0.978 -4.150
*
```


(2)
This record from the OMol25 dataset describes a structure of composition C28H61I2NaO3PSbSi3 at a distorted geometry. The level of theory is ωB97M-V with the def2-TZVPD basis set.

Values from the calculation:
calculated total energy: -96250.2791 eV
energy relative to the best compared isomer or geometry (same formula, charge and spin): 12.9 kJ/mol
molar mass: 959.58 g mol⁻¹
HOMO: -0.295 Eh
Kohn-Sham gap: 0.298 Eh

The geometry in ORCA input format:
```
! wB97M-V def2-TZVPD RIJCOSX def2/J DEFGRID3
* xyz 0 1
Na -12.312 -17.066 -0.255
O -11.641 -16.342 -2.253
P -10.938 -16.719 -3.472
C -9.192 -16.950 -3.052
C -8.656 -15.800 -2.177
C -8.045 -14.792 -3.072
C -6.694 -15.353 -3.530
C -6.787 -16.828 -4.010
C -8.276 -17.275 -4.274
C -11.173 -15.395 -4.767
C -12.697 -15.137 -5.042
C -12.791 -13.707 -5.545
C -11.810 -13.457 -6.714
C -11.195 -14.748 -7.237
C -10.451 -15.512 -6.137
C -11.695 -18.382 -3.970
C -13.267 -18.292 -3.925
C -13.892 -19.658 -4.448
C -13.424 -19.981 -5.913
C -12.345 -19.036 -6.365
C -11.281 -18.988 -5.265
H -9.318 -17.891 -2.508
H -7.926 -16.151 -1.488
H -9.482 -15.396 -1.606
H -7.957 -13.874 -2.503
H -8.645 -14.547 -3.919
H -5.977 -15.230 -2.724
H -6.306 -14.726 -4.335
H -6.360 -17.516 -3.303
H -6.204 -17.086 -4.906
H -8.331 -18.373 -4.477
H -8.652 -16.870 -5.243
H -10.757 -14.496 -4.264
H -13.383 -15.129 -4.171
H -13.163 -15.799 -5.826
H -12.537 -12.988 -4.805
H -13.843 -13.517 -5.836
H -11.052 -12.869 -6.314
H -12.257 -12.935 -7.554
H -10.421 -14.750 -8.074
H -11.972 -15.417 -7.667
H -9.403 -15.167 -6.075
H -10.357 -16.536 -6.496
H -11.277 -18.993 -3.121
H -13.670 -17.470 -4.573
H -13.640 -18.237 -2.864
H -14.917 -19.629 -4.259
H -13.544 -20.374 -3.675
H -14.319 -19.836 -6.528
H -13.120 -21.039 -6.073
H -12.805 -18.016 -6.498
H -11.933 -19.184 -7.371
H -10.352 -18.570 -5.708
H -11.042 -20.019 -5.140
C -13.872 -21.046 1.324
Si -12.157 -20.944 2.065
C -12.168 -19.635 3.354
C -11.829 -22.619 2.708
Sb -10.596 -19.857 0.221
Si -8.497 -19.044 1.344
C -7.156 -19.519 0.107
C -8.125 -20.012 2.947
C -8.646 -17.192 1.709
Si -9.824 -21.789 -1.269
C -9.124 -23.243 -0.246
C -8.606 -21.165 -2.513
C -11.438 -22.419 -2.128
H -14.483 -21.899 1.789
H -13.838 -21.070 0.253
H -14.404 -20.140 1.536
H -13.161 -19.099 3.379
H -11.315 -19.021 3.298
H -12.135 -20.157 4.311
H -12.601 -22.835 3.457
H -10.994 -22.569 3.382
H -11.641 -23.414 1.993
H -6.808 -20.544 0.025
H -6.112 -18.966 0.187
H -7.444 -19.215 -0.855
H -8.248 -21.136 2.820
H -8.881 -19.730 3.733
H -7.095 -19.879 3.290
H -8.734 -16.582 0.852
H -7.804 -16.768 2.261
H -9.564 -17.087 2.324
H -8.055 -23.222 -0.029
H -9.328 -24.186 -0.748
H -9.663 -23.349 0.737
H -7.798 -20.558 -2.174
H -9.044 -20.482 -3.228
H -8.198 -21.937 -3.194
H -12.283 -22.036 -1.682
H -11.508 -23.508 -2.020
H -11.525 -22.121 -3.162
O -11.451 -15.479 1.210
C -12.380 -15.679 2.072
O -13.124 -16.633 2.063
H -12.616 -14.915 2.882
I -11.205 -13.454 -0.236
I -10.574 -11.772 -2.178
*
```


(3)
This record from the OMol25 dataset describes a cluster of 14 separate species, C28H61N14O23 in total at a distorted geometry. The level of theory is ωB97M-V with the def2-TZVPD basis set.

Values from the calculation:
calculated total energy: -97924.3209 eV
energy relative to the best compared isomer or geometry (same formula, charge and spin): 24.9 kJ/mol
molar mass: 961.87 g mol⁻¹
HOMO: -0.360 Eh
Kohn-Sham gap: 0.204 Eh

The geometry in ORCA input format:
```
! wB97M-V def2-TZVPD RIJCOSX def2/J DEFGRID3
* xyz 1 1
C 0.349 0.347 -2.032
C 0.162 -0.059 -0.464
C 0.663 0.973 0.579
C -0.204 2.217 0.728
C -1.461 1.738 1.336
C -2.161 0.804 0.329
N -1.276 -0.234 -0.222
O -1.754 -1.316 -0.352
C -2.831 1.575 -0.934
C -3.350 0.094 1.089
C 0.833 -1.350 -0.253
H 0.258 1.453 -2.210
H -0.374 -0.311 -2.606
H 1.469 0.062 -2.254
H 1.835 1.282 0.463
H 1.000 0.343 1.358
H -0.306 2.761 -0.101
H 0.373 2.839 1.625
H -2.079 2.553 1.609
H -1.335 1.113 2.250
H -3.543 0.940 -1.491
H -1.985 1.892 -1.596
H -3.549 2.436 -0.690
H -3.959 0.914 1.533
H -2.906 -0.544 1.857
H -3.841 -0.429 0.438
H 1.998 -1.023 -0.247
H 0.475 -2.137 -0.947
H 0.838 -1.454 0.744
N 3.620 -4.247 1.500
C 4.963 -3.979 1.596
C 5.068 -2.915 2.490
C 3.643 -2.335 2.670
C 2.744 -3.351 2.071
H 3.424 -5.055 0.797
H 5.633 -4.664 1.248
H 6.099 -2.563 2.863
H 3.425 -1.531 3.322
H 1.685 -3.522 2.181
N 4.697 -1.563 -0.624
C 4.206 -1.183 -1.919
C 5.075 -0.232 -2.450
C 6.044 0.183 -1.305
C 5.724 -0.810 -0.253
H 4.212 -2.335 -0.245
H 3.558 -2.085 -2.285
H 5.115 -0.152 -3.469
H 6.848 0.893 -1.222
H 6.090 -0.750 0.770
C 3.488 5.959 1.434
N 2.470 5.498 0.524
O 2.692 5.419 -0.724
O 1.345 5.120 0.970
H 4.018 5.060 1.545
H 3.001 5.960 2.557
H 4.291 6.796 1.038
C -8.471 1.457 0.805
N -7.411 1.773 -0.185
O -7.733 1.729 -1.368
O -6.273 1.912 0.291
H -9.387 2.099 0.451
H -8.188 1.966 1.827
H -8.572 0.514 0.899
C 2.686 -0.770 -6.624
N 2.443 -0.554 -5.290
O 2.329 -1.584 -4.578
O 2.247 0.605 -4.933
H 1.917 -0.725 -7.368
H 3.372 -1.541 -6.722
H 3.347 -0.002 -7.154
C 0.194 4.921 4.059
N 0.926 3.763 4.501
O 2.024 3.998 4.976
O 0.531 2.598 4.263
H 0.644 5.622 3.736
H -0.471 5.303 4.978
H -0.590 4.407 3.333
C 5.945 2.218 1.853
N 4.582 1.791 2.122
O 4.411 0.784 2.847
O 3.687 2.635 1.848
H 6.392 1.811 0.861
H 6.478 1.621 2.814
H 6.053 3.320 1.772
C -5.419 2.681 3.796
N -4.003 2.276 4.023
O -3.736 1.090 4.125
O -3.128 3.072 3.883
H -5.964 2.519 4.718
H -5.964 2.186 3.217
H -5.409 3.820 3.480
C -1.884 -1.485 4.694
N -0.695 -1.895 3.967
O -0.402 -1.282 2.863
O 0.032 -2.516 4.692
H -1.544 -0.438 5.257
H -2.119 -2.096 5.509
H -2.702 -1.236 3.851
C -1.286 -2.272 -4.885
N -1.523 -1.800 -6.325
O -2.580 -1.633 -6.787
O -0.479 -1.767 -6.962
H -2.269 -1.952 -4.302
H -0.456 -1.770 -4.678
H -1.308 -3.224 -5.047
C -1.279 -5.200 1.978
N -2.743 -4.593 1.951
O -2.759 -3.378 1.820
O -3.665 -5.281 2.251
H -1.040 -4.993 2.990
H -0.686 -4.689 1.494
H -1.222 -6.281 1.665
C -0.930 -6.293 -3.384
N -0.575 -5.514 -2.175
O -0.040 -4.404 -2.266
O -0.700 -6.029 -1.053
H -0.062 -6.647 -3.916
H -1.629 -5.427 -4.020
H -1.506 -6.877 -2.774
C -2.483 3.047 -4.599
N -2.671 1.532 -4.630
O -3.716 1.112 -5.035
O -1.669 0.775 -4.200
H -3.191 3.598 -5.331
H -1.613 3.154 -4.921
H -2.612 3.344 -3.565
*
```


(4)
This record from the OMol25 dataset describes a structure of composition C28H62AsCuF6N2O12 at a distorted geometry. The level of theory is ωB97M-V with the def2-TZVPD basis set.

Values from the calculation:
calculated total energy: -179363.7415 eV
expectation value of S²: 2.002
molar mass: 871.26 g mol⁻¹
HOMO (spin up / spin down): -0.190 / -0.333 Eh
Kohn-Sham gap (spin up / spin down): 0.204 / 0.264 Eh

The geometry in ORCA input format:
```
! wB97M-V def2-TZVPD RIJCOSX def2/J DEFGRID3
* xyz 0 3
Cu -18.930 18.712 -5.621
As -18.814 16.315 -2.457
F -20.548 16.641 -2.701
F -19.060 14.903 -3.605
F -17.053 15.998 -2.418
F -18.505 17.761 -1.438
F -18.845 15.249 -1.021
F -18.418 17.332 -3.929
C -16.236 13.824 -4.207
C -17.363 12.970 -4.402
N -18.312 12.314 -4.573
H -16.477 14.823 -4.570
H -15.425 13.439 -4.825
H -16.020 13.984 -3.151
C -21.677 17.219 0.617
C -21.117 18.283 1.384
N -20.678 19.135 1.986
H -21.109 17.192 -0.313
H -22.664 17.361 0.177
H -21.566 16.328 1.236
C -21.928 19.740 -5.442
O -20.628 19.570 -4.737
C -20.610 20.429 -3.566
C -19.106 20.564 -3.304
O -18.244 20.572 -4.472
C -18.111 21.938 -5.024
C -16.858 22.015 -5.909
O -15.775 21.988 -5.079
C -14.473 21.884 -5.788
H -22.726 19.608 -4.711
H -22.023 19.138 -6.345
H -21.950 20.747 -5.860
H -21.123 20.046 -2.684
H -21.055 21.405 -3.758
H -18.648 19.750 -2.743
H -18.995 21.414 -2.630
H -18.181 22.742 -4.291
H -18.976 22.171 -5.645
H -16.819 22.836 -6.626
H -16.883 21.138 -6.555
H -14.544 22.742 -6.456
H -14.391 20.960 -6.360
H -13.696 21.880 -5.023
C -25.137 17.838 3.070
O -23.932 17.149 2.925
C -23.914 15.811 3.227
C -24.521 14.920 2.133
O -24.051 14.891 0.715
C -24.669 13.845 -0.116
C -24.158 13.944 -1.580
O -22.873 13.422 -1.813
C -21.835 14.148 -1.196
H -25.153 18.898 3.321
H -25.696 17.377 3.884
H -25.746 17.829 2.166
H -24.523 15.777 4.131
H -22.920 15.406 3.415
H -25.587 15.124 2.030
H -24.333 13.892 2.441
H -25.743 14.027 -0.058
H -24.415 12.867 0.292
H -24.214 14.995 -1.866
H -24.860 13.320 -2.132
H -22.056 15.215 -1.143
H -20.970 13.973 -1.836
H -21.718 13.813 -0.166
C -22.375 16.226 -5.385
O -21.160 16.692 -6.042
C -20.588 15.646 -6.945
C -19.230 15.969 -7.564
O -18.324 16.795 -6.828
C -17.102 17.032 -7.486
C -16.121 17.532 -6.448
O -16.758 18.376 -5.476
C -15.974 18.723 -4.320
H -23.060 16.976 -4.988
H -22.140 15.467 -4.639
H -23.052 15.714 -6.069
H -21.266 15.531 -7.790
H -20.420 14.651 -6.533
H -19.390 16.465 -8.521
H -18.784 15.130 -8.098
H -17.172 17.724 -8.325
H -16.723 16.151 -8.005
H -15.365 18.187 -6.880
H -15.505 16.746 -6.012
H -16.580 19.316 -3.635
H -15.125 19.303 -4.683
H -15.716 17.782 -3.836
C -10.267 20.467 -0.038
O -11.108 20.942 -1.093
C -11.862 19.994 -1.873
C -13.076 19.566 -1.008
O -13.681 18.519 -1.667
C -14.515 17.506 -1.023
C -15.745 18.074 -0.255
O -15.594 18.793 0.973
C -16.721 19.503 1.526
H -9.304 20.098 -0.390
H -10.624 19.665 0.609
H -10.014 21.235 0.694
H -11.213 19.215 -2.273
H -12.191 20.467 -2.798
H -13.845 20.337 -0.966
H -12.803 19.327 0.019
H -13.888 16.987 -0.297
H -14.833 16.737 -1.727
H -16.460 17.267 -0.096
H -16.079 18.801 -0.995
H -16.424 20.124 2.371
H -17.472 18.817 1.917
H -17.030 20.167 0.719
*
```